Record 1
# C18H21ClN2O

An isolated molecule of C18H21ClN2O (ωB97M-V with the def2-TZVPD basis set, the OMol25 dataset).

SMILES = COc1cccc(N2CCN(Cc3cccc(Cl)c3)CC2)c1
lowest unoccupied orbital energy = 0.72 eV
gap between HOMO and LUMO = 0.3101 hartree
energy above the lowest of the compared OMol25 structures with the same formula, charge and spin = 118.07 kJ/mol

```
! wB97M-V def2-TZVPD RIJCOSX def2/J DEFGRID3
* xyz 0 1
C -4.4970 -2.8947 1.5828
O -5.1391 -2.2216 0.5305
C -4.4634 -1.2328 -0.1264
C -5.1659 -0.6044 -1.1562
C -4.5617 0.4118 -1.8630
C -3.2675 0.8116 -1.5768
C -2.5519 0.1921 -0.5534
N -1.2724 0.5960 -0.1799
C -0.2315 -0.4029 -0.0309
C 0.8523 0.1176 0.9208
N 1.4192 1.3844 0.4963
C 2.3730 1.2675 -0.5937
C 3.6148 0.5533 -0.1288
C 4.1851 0.8832 1.0954
C 5.3285 0.2403 1.5308
C 5.9254 -0.7378 0.7522
C 5.3545 -1.0623 -0.4662
Cl 6.0822 -2.2845 -1.4526
C 4.2051 -0.4291 -0.9102
C 0.3527 2.3374 0.2710
C -0.7377 1.8393 -0.6912
C -3.1727 -0.8318 0.1723
H -5.2150 -3.6293 1.9447
H -3.5943 -3.4123 1.2404
H -4.2364 -2.2131 2.3995
H -6.1705 -0.9280 -1.3730
H -5.1005 0.8987 -2.6625
H -2.8192 1.5939 -2.1679
H -0.6501 -1.3268 0.3638
H 0.2188 -0.6336 -1.0119
H 1.6555 -0.6162 1.0121
H 0.4083 0.2766 1.9081
H 1.9700 0.7575 -1.4828
H 2.6491 2.2845 -0.8936
H 3.7117 1.6404 1.7003
H 5.7654 0.5002 2.4831
H 6.8188 -1.2426 1.0839
H 3.7773 -0.7032 -1.8630
H 0.7788 3.2704 -0.1038
H -0.1114 2.5333 1.2427
H -1.5340 2.5836 -0.7256
H -0.3185 1.7218 -1.7050
H -2.6358 -1.2884 0.9879
*
```

=====

Record 2
# C3H4O5

A cluster of 2 separate species, C3H4O5 in total at a distorted geometry (ωB97M-V with the def2-TZVPD basis set, the OMol25 dataset).

lowest unoccupied orbital energy (spin up / spin down) = 3.75 / 3.68 eV
gap between HOMO and LUMO (spin up / spin down) = 0.1729 / 0.2754 hartree
<S²> = 0.756
energy above the lowest of the compared OMol25 structures with the same formula, charge and spin = 69.51 kJ/mol

```
! wB97M-V def2-TZVPD RIJCOSX def2/J DEFGRID3
* xyz -1 2
C -0.8894 -1.1538 -1.7291
O -1.3315 0.0748 -1.9965
C -1.3743 0.8401 -0.7990
C -0.8578 -0.0402 0.2302
O -0.6148 -1.2832 -0.4368
O -0.6572 -1.9908 -2.5682
H 1.0398 0.5746 0.8860
H -1.0277 1.8682 -0.9432
H -0.7897 0.0375 1.3206
H 1.9593 -0.3879 2.4785
O 2.0916 0.9760 1.1301
O 2.4517 0.4848 2.4274
*
```

=====

Record 3
# C2H9NO2

A cluster of 3 separate species, C2H9NO2 in total at a distorted geometry (ωB97M-V with the def2-TZVPD basis set, the OMol25 dataset).

SMILES = C=NC.O.O
lowest unoccupied orbital energy = 0.77 eV
gap between HOMO and LUMO = 0.3940 hartree
energy above the lowest of the compared OMol25 structures with the same formula, charge and spin = 79.68 kJ/mol

```
! wB97M-V def2-TZVPD RIJCOSX def2/J DEFGRID3
* xyz 0 1
C -1.8782 0.6743 1.5057
N -0.7680 0.4337 0.9576
C -0.5457 -0.9968 0.6572
H -2.0113 1.5311 2.1648
H -2.7238 -0.0339 1.3830
H -1.4265 -1.4473 0.1686
H 0.2650 -1.0723 -0.0720
H -0.2713 -1.5347 1.5539
O 2.7630 -0.9146 -1.4820
H 2.1377 -0.1897 -1.5534
H 2.3777 -1.6752 -1.9031
O 0.9959 1.5165 -1.1985
H 0.1589 1.2695 -0.7813
H 0.9266 2.4394 -1.4004
*
```

=====

Record 4
# C4H11O

A cluster of 2 separate species, C4H11O in total at a distorted geometry (ωB97M-V with the def2-TZVPD basis set, the OMol25 dataset).

lowest unoccupied orbital energy = -3.98 eV
gap between HOMO and LUMO = 0.3964 hartree
energy above the lowest of the compared OMol25 structures with the same formula, charge and spin = 341.05 kJ/mol

```
! wB97M-V def2-TZVPD RIJCOSX def2/J DEFGRID3
* xyz 1 1
C 0.7410 -1.5699 0.3021
C 0.2383 1.5274 0.6585
C -0.4446 0.7165 -1.4286
C -0.5144 -0.9047 0.3211
O -0.5696 0.4922 -0.0103
H 0.5398 -2.5882 0.9140
H 1.5676 -0.9734 0.8611
H 1.1629 -1.8503 -0.7114
H -0.4079 2.4633 0.4523
H 0.2966 1.3271 1.8114
H 1.1699 1.6021 0.1462
H 0.5434 0.6119 -1.7849
H -1.0370 -0.0897 -1.8723
H -0.8089 1.7271 -1.6782
H -1.4717 -1.3934 0.0244
H -1.0055 -1.0980 1.9944
*
```

=====

Record 5
# C24H31IMnN2O

A structure of composition C24H31IMnN2O at a distorted geometry (ωB97M-V with the def2-TZVPD basis set, the OMol25 dataset).

lowest unoccupied orbital energy (spin up / spin down) = -2.43 / -2.96 eV
gap between HOMO and LUMO (spin up / spin down) = 0.0883 / 0.0730 hartree
<S²> = 8.847

```
! wB97M-V def2-TZVPD RIJCOSX def2/J DEFGRID3
* xyz 0 6
C 1.9607 0.7130 2.1423
C 2.1073 -0.7513 2.2397
H 2.9002 1.2612 2.4231
H 1.0720 1.0418 2.7162
H 1.6159 0.9424 1.0950
H 2.5605 -0.8773 1.1707
H 2.6569 -1.2527 3.1019
H 1.1356 -1.2943 2.1103
C 2.0338 2.5493 -2.1230
C 1.7592 3.4103 -3.1731
C 1.4501 2.8566 -4.4352
C 1.2898 1.4753 -4.6127
H 2.3095 2.8425 -1.1033
H 1.8359 4.4935 -3.0417
H 1.3001 3.5000 -5.3113
H 1.0597 1.0055 -5.5870
N 1.9730 1.2251 -2.3297
C 1.4107 0.6655 -3.5080
C 1.2459 -0.7984 -3.4680
N 1.6191 -1.4022 -2.2449
C 1.3377 -2.6835 -1.9589
C 0.8288 -2.9887 -4.2910
C 0.9318 -3.5203 -2.9880
H 1.4595 -2.9625 -0.9004
H 0.7556 -4.5867 -2.7992
C 0.9924 -1.6136 -4.5543
H 0.9285 -1.1625 -5.5558
H 0.5979 -3.6318 -5.1446
Mn 3.3622 -0.2678 -2.5397
I 5.4669 -0.3564 -1.2917
C -2.8459 2.8091 0.2414
C -1.5411 2.5326 0.9757
C -1.0334 3.7996 1.6461
C -1.6577 1.3594 1.9382
C -1.8360 1.4770 3.3059
C -1.8918 0.3410 4.1333
C -1.8241 -0.9539 3.5948
C -1.6057 -1.1373 2.2430
C -1.4234 -2.4953 1.5833
C -0.6040 -3.4312 2.4381
C -2.7533 -3.1463 1.2263
C -1.5090 0.0243 1.3644
O -1.1945 -0.1294 0.1576
H -3.1988 1.9208 -0.2902
H -3.6193 3.1228 0.9524
H -2.7214 3.6136 -0.4907
H -0.7963 2.2129 0.2460
H -1.7924 4.2346 2.3216
H -0.1208 3.6043 2.2266
H -0.7786 4.5498 0.8846
H -1.9370 2.4701 3.7623
H -2.0033 0.4733 5.2141
H -1.9381 -1.8154 4.2590
H -0.8867 -2.3010 0.6531
H -1.1340 -3.6558 3.3758
H -0.4318 -4.3692 1.9010
H 0.3737 -2.9939 2.6784
H -3.3478 -2.5088 0.5626
H -2.5779 -4.0993 0.7154
H -3.3266 -3.3404 2.1422
*
```

=====

Record 6
# C4H12O

A cluster of 2 separate species, C4H12O in total at a distorted geometry (ωB97M-V with the def2-TZVPD basis set, the OMol25 dataset).

SMILES = CCO.CC
lowest unoccupied orbital energy = 0.90 eV
gap between HOMO and LUMO = 0.4184 hartree
energy above the lowest of the compared OMol25 structures with the same formula, charge and spin = 121.69 kJ/mol

```
! wB97M-V def2-TZVPD RIJCOSX def2/J DEFGRID3
* xyz 0 1
C 2.3642 0.0208 -1.4512
C 1.3637 -0.1366 -0.3567
O 0.7835 1.0950 0.1256
H 2.6842 -0.9223 -1.9672
H 3.2400 0.5415 -1.0254
H 1.9608 0.6693 -2.2237
H 0.5349 -0.7288 -0.4795
H 1.8481 -0.6730 0.5472
H 1.3048 1.3678 0.9090
C -2.5849 0.2543 0.5004
C -1.4443 -0.5424 1.0866
H -3.3214 -0.4364 -0.0847
H -3.1751 1.0098 0.9924
H -2.0673 0.8396 -0.3191
H -0.6811 0.1306 1.4705
H -1.0180 -1.2356 0.3959
H -1.7922 -1.2537 1.8798
*
```

=====

Record 7
# C23H28BrN3O8P

A cluster of 4 separate species, C23H28BrN3O8P in total at a distorted geometry (ωB97M-V with the def2-TZVPD basis set, the OMol25 dataset).

lowest unoccupied orbital energy = 1.05 eV
gap between HOMO and LUMO = 0.1864 hartree

```
! wB97M-V def2-TZVPD RIJCOSX def2/J DEFGRID3
* xyz -1 1
C -4.9346 -2.6683 2.7762
C -4.7788 -4.1479 2.2933
C -3.3677 -4.4660 1.7485
Br -3.2590 -6.3905 1.2003
P -2.7287 -3.2728 0.3708
O -1.3604 -4.3299 0.0741
C -0.3259 -3.6789 -0.6196
C -0.6158 -2.1509 -0.4440
O -1.9883 -2.0171 -0.6471
H -5.5429 -2.5872 3.6805
H -3.9447 -2.2308 2.8988
H -5.4091 -2.1228 1.9545
H -4.9702 -4.7728 3.1789
H -5.4956 -4.3789 1.4966
H -2.6644 -4.3667 2.5850
H -2.1061 -2.5569 1.4504
H -3.9197 -2.4358 0.3148
H -3.3576 -3.9865 -0.7298
H 0.6276 -3.8919 -0.0914
H -0.1216 -4.0128 -1.6503
H -0.2165 -1.9434 0.5690
H -0.0475 -1.4590 -1.0880
C 0.9477 3.1982 2.7032
C -0.3752 3.6185 2.7566
C -1.4015 2.6847 2.7761
C -1.0862 1.3351 2.7465
C 0.2297 0.9032 2.6852
C 1.2492 1.8433 2.6631
N -2.1600 0.3441 2.7932
O -3.3036 0.7504 2.8240
O -1.8368 -0.8197 2.7995
H 1.7465 3.9293 2.6912
H -0.6074 4.6749 2.7851
H -2.4293 3.0146 2.8176
H 0.4676 -0.1507 2.6553
H 2.2804 1.5191 2.6158
C -1.8473 2.1172 -4.8815
C -1.4105 3.2492 -4.2028
C -0.6359 3.1182 -3.0610
C -0.3031 1.8471 -2.6159
C -0.7383 0.7090 -3.2787
C -1.5158 0.8502 -4.4179
N 0.5287 1.7001 -1.4268
O 0.8751 2.7039 -0.8415
O 0.8295 0.5747 -1.0938
H -2.4493 2.2234 -5.7751
H -1.6730 4.2340 -4.5653
H -0.2992 3.9997 -2.5350
H -0.4842 -0.2794 -2.9203
H -1.8620 -0.0282 -4.9444
C 4.6053 0.0578 -0.0248
C 3.9102 1.0168 -0.7515
C 4.6024 2.0213 -1.4127
C 5.9882 2.0492 -1.3398
C 6.6922 1.1010 -0.6119
C 5.9930 0.1019 0.0482
N 6.7231 3.0920 -2.0530
O 6.0838 3.9186 -2.6645
O 7.9334 3.0728 -1.9961
H 4.0623 -0.7283 0.4853
H 2.8281 0.9776 -0.8031
H 4.0585 2.7658 -1.9759
H 7.7706 1.1300 -0.5550
H 6.5298 -0.6453 0.6171
*
```

=====

Record 8
# C29H48ClI2N3O7P

A cluster of 3 separate species, C29H48ClI2N3O7P in total at a distorted geometry (ωB97M-V with the def2-TZVPD basis set, the OMol25 dataset).

lowest unoccupied orbital energy = -4.80 eV
gap between HOMO and LUMO = 0.2169 hartree

```
! wB97M-V def2-TZVPD RIJCOSX def2/J DEFGRID3
* xyz 1 1
C -3.8710 0.5720 1.2461
C -4.4296 -0.5297 0.2564
C -3.3574 -1.5550 -0.2700
Cl -3.9884 -2.5129 -1.7103
C -1.9631 -0.9595 -0.6373
C -0.7671 -1.5295 0.0063
C -0.8433 -2.6878 1.0388
O -0.9582 -2.4530 2.2198
O -0.7729 -4.0100 0.6409
P -1.3658 -5.0606 1.8640
N -1.0685 -6.5522 1.4231
C 0.5860 -1.0322 -0.3376
C 1.9307 -1.5700 0.2293
I 2.2623 -3.5129 -0.7242
C 2.0237 -1.5853 1.8173
C 2.3055 -3.0214 2.4396
I 3.6458 -0.2222 2.3863
C 0.6560 0.0243 -1.3166
N -0.4647 0.5723 -1.9350
C -0.1842 1.5976 -2.9257
C -0.5249 1.4805 -4.3397
C -0.2019 2.5600 -5.2373
N 0.4412 3.7471 -5.0150
C 0.7750 3.7815 -3.6901
C 0.5140 2.8431 -2.6277
C -1.7460 0.1248 -1.6275
C -2.9554 0.7527 -2.3590
C -3.3980 2.1952 -1.8372
C -2.4597 2.8546 -0.7592
C -3.3114 4.0317 -0.0612
O -3.1399 3.9156 1.3692
H -2.7813 0.4907 1.4784
H -4.1561 1.5708 0.8189
H -4.4143 0.5236 2.2324
H -5.0443 -0.0596 -0.5611
H -5.1728 -1.1391 0.8478
H -3.2457 -2.3265 0.5422
H -0.6706 -4.8916 3.1079
H -2.7569 -4.7948 2.0036
H -0.5658 -6.5438 0.5256
H 2.7490 -0.9124 -0.1562
H 1.1128 -1.2087 2.3388
H 1.4626 -3.7336 2.2488
H 2.3622 -2.9039 3.5613
H 3.3025 -3.4256 2.1298
H 1.6677 0.3948 -1.6199
H -1.0314 0.5642 -4.7195
H -0.5259 2.4136 -6.3034
H 1.3483 4.7030 -3.3936
H 0.8436 3.0647 -1.5866
H -3.8416 0.0742 -2.2247
H -2.8244 0.8327 -3.4703
H -4.4749 2.1340 -1.5183
H -3.3984 2.8932 -2.7249
H -1.5626 3.3727 -1.1917
H -2.1563 2.1836 0.0795
H -3.0337 5.0426 -0.4520
H -4.4102 3.8454 -0.2254
H -2.2369 4.1760 1.6145
C 5.0431 8.4543 -5.9250
O 5.6158 7.6269 -4.9214
C 4.8225 7.5712 -3.7422
C 4.0148 6.2848 -3.6809
O 3.0307 6.2355 -4.7107
C 3.4281 5.4192 -5.8043
H 5.5697 8.2642 -6.8593
H 3.9814 8.2417 -6.0719
H 5.1751 9.5071 -5.6564
H 4.1696 8.4468 -3.6712
H 5.5110 7.5925 -2.8931
H 3.4787 6.2539 -2.7257
H 4.6700 5.4085 -3.7273
H 3.3366 4.3627 -5.5311
H 4.4531 5.6294 -6.1183
H 2.7608 5.6232 -6.6416
C -0.8780 -7.1364 4.9088
O -0.6255 -5.9532 5.6583
C -1.0617 -6.0604 7.0123
C 0.1022 -6.3415 7.9484
O 0.6642 -7.6265 7.7092
C 1.8604 -7.5662 6.9484
H -0.3191 -7.0711 3.9756
H -0.5620 -8.0347 5.4433
H -1.9460 -7.2022 4.6742
H -1.8361 -6.8272 7.1104
H -1.5030 -5.0969 7.2822
H -0.2697 -6.3431 8.9777
H 0.8669 -5.5616 7.8688
H 2.6852 -7.2162 7.5771
H 1.7579 -6.9107 6.0795
H 2.0900 -8.5726 6.5977
*
```

=====

Number 1: calculated total energy -1343.4293 Ha. Number 2: calculated total energy -492.7555 Ha. Number 3: calculated total energy -286.7880 Ha. Number 4: calculated total energy -233.7952 Ha. Number 5: calculated total energy -2566.4656 Ha. Number 6: calculated total energy -234.7863 Ha. Number 7: calculated total energy -4574.4801 Ha. Number 8: calculated total energy -3221.2322 Ha.